This record from the OMol25 dataset describes C26H31FGaN5O3P as an isolated structure. The level of theory is wB97M-V/def2-TZVPD.

Each line ends with the natural charge from an NBO analysis.
Element x y z (Å)
O (-5.77, -0.39, 1.60)  -1.151
P (-5.32, -1.72, 2.07)  2.351
O (-6.61, -2.70, 2.20)  -1.003
O (-4.46, -2.51, 0.95)  -1.003
C (-4.41, -1.79, 3.56)  -1.352
Ga (-3.00, -0.28, 3.56)  1.149
F (-1.52, -0.85, 4.50)  -0.770
H (-7.37, -2.16, 1.94)  0.497
H (-3.91, -1.85, 0.49)  0.510
H (-5.15, -1.64, 4.35)  0.247
H (-3.94, -2.76, 3.70)  0.255
H (-2.50, -0.01, 2.06)  -0.377
H (-3.59, 1.00, 4.29)  -0.348
N (0.60, 1.19, 0.94)  -0.413
C (1.73, 1.46, 0.28)  0.021
C (2.99, 1.27, 0.81)  -0.274
C (3.10, 0.76, 2.09)  -0.175
C (1.94, 0.47, 2.79)  -0.263
C (0.71, 0.70, 2.17)  0.044
H (1.60, 1.86, -0.72)  0.184
H (3.87, 1.49, 0.21)  0.212
H (4.07, 0.58, 2.54)  0.197
H (1.96, 0.07, 3.79)  0.223
H (-0.20, 0.46, 2.71)  0.240
N (4.18, -0.33, -1.95)  -0.433
C (4.94, 0.22, -2.90)  0.015
C (4.50, 0.43, -4.20)  -0.259
C (3.21, 0.04, -4.54)  -0.178
C (2.42, -0.54, -3.56)  -0.263
C (2.95, -0.70, -2.29)  0.037
H (5.94, 0.52, -2.60)  0.208
H (5.16, 0.90, -4.92)  0.210
H (2.83, 0.20, -5.54)  0.209
H (1.40, -0.84, -3.79)  0.245
H (2.35, -1.14, -1.50)  0.203
N (-0.36, -0.97, -5.61)  -0.426
C (-1.66, -1.13, -5.34)  0.041
C (-2.55, -1.74, -6.20)  -0.257
C (-2.08, -2.20, -7.42)  -0.170
C (-0.74, -2.04, -7.72)  -0.264
C (0.07, -1.42, -6.79)  0.033
H (-1.99, -0.75, -4.38)  0.204
H (-3.59, -1.85, -5.92)  0.223
H (-2.75, -2.69, -8.12)  0.214
H (-0.33, -2.39, -8.66)  0.216
H (1.13, -1.28, -6.99)  0.188
N (7.97, 0.56, -1.11)  -0.430
C (9.21, 0.10, -0.93)  0.034
C (9.71, -0.25, 0.31)  -0.266
C (8.89, -0.13, 1.42)  -0.174
C (7.60, 0.33, 1.24)  -0.245
C (7.19, 0.66, -0.04)  0.040
H (9.82, 0.02, -1.82)  0.188
H (10.73, -0.62, 0.41)  0.215
H (9.24, -0.40, 2.41)  0.215
H (6.91, 0.43, 2.07)  0.221
H (6.18, 1.02, -0.22)  0.205
N (-6.03, 2.71, 5.03)  -0.404
C (-6.90, 3.10, 5.95)  0.026
C (-8.25, 2.78, 5.92)  -0.281
C (-8.72, 2.01, 4.87)  -0.186
C (-7.82, 1.60, 3.90)  -0.261
C (-6.48, 1.96, 4.02)  0.049
H (-6.50, 3.71, 6.75)  0.180
H (-8.91, 3.13, 6.70)  0.205
H (-9.76, 1.73, 4.80)  0.203
H (-8.13, 0.99, 3.06)  0.224
H (-5.76, 1.62, 3.29)  0.240

For the HOMO energy, the calculation gives -0.2010 Eh. The value obtained for the largest force on an atom is 0.36 eV/Å. Its total charge is -1. The total energy is -105444.533 eV. The calculation puts the gap between HOMO and LUMO at 7.63 eV. As for the LUMO energy: 2.2 eV. The spin multiplicity is 1.

***

This record from the OMol25 dataset describes C26H31N2O as an isolated structure. The level of theory is wB97M-V/def2-TZVPD.

Each line ends with the natural charge from an NBO analysis.
Element x y z (Å)
C (-3.58, -2.09, 0.70)  -0.407
C (-2.94, -3.51, 0.63)  -0.401
C (-1.38, -3.54, 0.63)  -0.498
C (-0.63, -2.20, 0.77)  0.464
N (0.72, -2.22, 0.76)  -0.303
C (1.44, -3.49, 0.57)  -0.256
C (2.94, -3.30, 0.37)  -0.083
O (3.30, -1.96, 0.00)  -0.513
C (2.91, -1.06, 1.05)  -0.083
C (1.38, -0.99, 1.17)  -0.281
C (-1.28, -0.91, 1.01)  -0.319
C (-2.75, -1.05, 1.44)  -0.426
H (-3.73, -1.76, -0.33)  0.203
H (-4.56, -2.16, 1.14)  0.234
H (-3.31, -4.15, 1.47)  0.221
H (-3.29, -4.02, -0.30)  0.227
H (-1.09, -4.22, 1.46)  0.260
H (-1.07, -4.13, -0.25)  0.256
H (1.28, -4.15, 1.44)  0.222
H (1.03, -4.04, -0.30)  0.225
H (3.44, -3.58, 1.31)  0.183
H (3.28, -3.92, -0.47)  0.219
H (3.31, -1.38, 2.03)  0.179
H (3.34, -0.07, 0.80)  0.225
H (1.02, -0.14, 0.55)  0.265
H (1.12, -0.73, 2.22)  0.215
H (-0.79, -0.31, 1.80)  0.269
H (-3.18, -0.06, 1.29)  0.244
H (-2.78, -1.28, 2.51)  0.218
C (2.89, -0.27, -3.15)  -0.410
N (1.84, 0.47, -2.47)  -0.331
C (0.79, -0.12, -1.84)  0.023
C (-0.01, 0.85, -1.22)  -0.213
C (-1.13, 0.57, -0.31)  -0.089
C (-1.52, 1.74, 0.58)  -0.108
C (-0.54, 2.38, 1.37)  -0.154
C (-0.89, 3.32, 2.35)  -0.224
C (-2.23, 3.68, 2.51)  -0.191
C (-3.22, 3.07, 1.72)  -0.206
C (-2.85, 2.16, 0.74)  -0.202
C (0.55, 2.13, -1.63)  -0.023
C (0.24, 3.47, -1.43)  -0.212
C (1.07, 4.48, -1.93)  -0.224
C (2.20, 4.15, -2.71)  -0.197
C (2.53, 2.81, -2.97)  -0.237
C (1.71, 1.84, -2.38)  0.129
H (3.62, 0.41, -3.58)  0.225
H (3.35, -0.97, -2.46)  0.222
H (2.47, -0.85, -3.96)  0.209
H (0.69, -1.19, -1.85)  0.209
H (-2.01, 0.16, -0.89)  0.230
H (0.51, 2.15, 1.24)  0.207
H (-0.10, 3.83, 2.90)  0.229
H (-2.52, 4.42, 3.25)  0.229
H (-4.28, 3.34, 1.85)  0.231
H (-3.65, 1.68, 0.16)  0.219
H (-0.67, 3.72, -0.90)  0.222
H (0.82, 5.53, -1.72)  0.228
H (2.82, 4.96, -3.11)  0.226
H (3.37, 2.52, -3.59)  0.222

For the HOMO energy, the calculation gives -0.3764 Eh. The value obtained for the largest force on an atom is 2.69 eV/Å. Its total charge is +1. The total energy is -32484.801 eV. The calculation puts the gap between HOMO and LUMO at 6.41 eV. As for the LUMO energy: -3.8 eV. The spin multiplicity is 1.

***

Which formula does entry 2 have? C26H31N2O